ORCA calculation (the ωB97M-V functional and the def2-TZVPD basis) on a cluster of 7 separate species, C44H96F6N7O12S6 in total at a distorted geometry.

Properties
* multiplicity: 1
* LUMO: -0.0857 Eh
* total energy: -163483.2251 eV
* charge: +1
* HOMO: -0.3385 Ha

```
171
Properties=species:S:1:pos:R:3:lowdin_charge:R:1
C -6.54 -4.86 -4.42 -0.090
C -5.81 -3.93 -3.39 -0.225
C -4.82 -4.80 -2.58 -0.183
C -3.98 -4.06 -1.50 -0.084
N -3.05 -4.99 -0.71 -0.153
C -1.84 -5.55 -1.60 -0.021
C -0.53 -4.92 -0.99 -0.119
C -0.90 -4.58 0.42 -0.192
C -2.30 -4.11 0.41 -0.077
C -3.65 -6.22 -0.02 -0.111
C -4.91 -5.80 0.79 -0.219
C -5.69 -7.08 1.09 -0.104
H -7.27 -5.53 -3.97 0.063
H -5.87 -5.44 -5.06 0.072
H -7.21 -4.34 -5.10 0.066
H -6.44 -3.36 -2.72 0.095
H -5.22 -3.14 -3.86 0.101
H -4.12 -5.25 -3.28 0.100
H -5.44 -5.62 -2.20 0.102
H -4.56 -3.57 -0.72 0.113
H -3.35 -3.35 -2.03 0.139
H -1.82 -6.64 -1.56 0.118
H -2.06 -5.27 -2.63 0.102
H 0.41 -5.46 -1.14 0.131
H -0.44 -4.02 -1.60 0.094
H -0.76 -5.50 0.99 0.110
H -0.20 -3.91 0.94 0.120
H -2.79 -4.21 1.38 0.115
H -2.36 -3.04 0.24 0.118
H -2.82 -6.75 0.46 0.135
H -3.85 -6.91 -0.84 0.123
H -5.67 -5.21 0.28 0.102
H -4.62 -5.19 1.65 0.100
H -6.04 -7.49 0.14 0.079
H -6.51 -6.91 1.79 0.079
H -5.04 -7.88 1.44 0.075
C 3.52 -0.32 2.42 -0.063
C 4.97 -0.30 1.86 -0.228
C 5.79 -1.53 2.37 -0.157
C 7.31 -1.44 1.80 -0.036
N 8.25 -2.68 2.12 -0.209
C 9.71 -2.24 1.86 -0.114
C 9.88 -2.23 0.37 -0.143
C 9.02 -3.43 -0.15 -0.077
C 8.02 -3.75 1.07 -0.062
C 8.15 -3.09 3.65 -0.079
C 8.30 -1.93 4.67 -0.212
C 8.43 -2.35 6.13 -0.105
H 2.86 -0.85 1.73 0.069
H 3.01 0.65 2.34 0.035
H 3.49 -0.64 3.46 0.076
H 5.61 0.56 2.06 0.097
H 5.04 -0.31 0.77 0.109
H 5.16 -2.39 2.15 0.114
H 5.81 -1.55 3.46 0.079
H 7.83 -0.54 2.13 0.130
H 7.28 -1.42 0.71 0.126
H 10.26 -3.09 2.27 0.132
H 9.99 -1.36 2.44 0.127
H 10.92 -2.42 0.12 0.126
H 9.54 -1.30 -0.08 0.116
H 9.59 -4.30 -0.47 0.112
H 8.45 -3.15 -1.04 0.116
H 8.24 -4.68 1.59 0.123
H 6.94 -3.69 0.96 0.125
H 8.83 -3.94 3.76 0.124
H 7.20 -3.60 3.76 0.126
H 7.39 -1.34 4.72 0.096
H 9.13 -1.28 4.39 0.104
H 8.90 -1.67 6.84 0.079
H 9.09 -3.19 6.38 0.075
H 7.48 -2.59 6.61 0.078
C 1.92 5.64 -5.33 -0.093
C 1.86 4.52 -4.24 -0.235
C 1.62 5.04 -2.82 -0.164
C 1.78 3.74 -1.96 -0.086
N 1.76 4.02 -0.41 -0.147
C 1.98 2.82 0.55 -0.054
C 3.21 3.11 1.55 -0.141
C 3.55 4.57 1.30 -0.139
C 3.12 4.75 -0.16 -0.102
C 0.61 4.90 0.03 -0.129
C -0.68 4.16 -0.31 -0.221
C -1.91 5.01 0.01 -0.092
H 2.83 6.23 -5.32 0.074
H 0.99 6.21 -5.20 0.068
H 1.94 5.04 -6.24 0.075
H 2.89 4.17 -4.32 0.104
H 1.19 3.73 -4.59 0.126
H 0.65 5.48 -2.60 0.101
H 2.29 5.81 -2.45 0.112
H 2.77 3.37 -2.20 0.097
H 1.13 2.89 -2.16 0.122
H 1.07 2.49 1.05 0.118
H 2.37 1.97 0.00 0.102
H 2.96 2.91 2.59 0.103
H 4.07 2.45 1.46 0.096
H 2.97 5.30 1.86 0.111
H 4.64 4.70 1.31 0.127
H 2.88 5.81 -0.27 0.116
H 3.84 4.47 -0.94 0.128
H 0.65 5.90 -0.41 0.128
H 0.62 5.05 1.11 0.138
H -0.79 3.35 0.41 0.101
H -0.76 3.85 -1.36 0.111
H -1.70 6.00 0.41 0.077
H -2.53 4.47 0.73 0.051
H -2.62 4.93 -0.81 0.077
C -5.16 0.06 -0.40 -0.084
C -6.38 0.85 -0.03 -0.257
C -6.05 2.03 0.81 -0.227
C -7.10 2.58 1.69 -0.127
N -6.82 3.64 2.74 -0.193
C -5.80 3.25 3.81 -0.096
C -6.54 3.19 5.07 -0.194
C -7.63 4.22 4.97 -0.103
C -8.10 3.94 3.47 -0.060
C -6.17 4.82 1.96 -0.108
C -6.30 6.16 2.60 -0.252
C -5.84 7.29 1.68 -0.084
H -4.37 0.65 -0.88 0.074
H -5.32 -0.79 -1.07 0.074
H -4.71 -0.46 0.44 0.080
H -7.05 0.21 0.55 0.111
H -7.06 1.11 -0.84 0.123
H -5.66 2.75 0.09 0.126
H -5.10 1.86 1.32 0.121
H -7.45 1.81 2.38 0.137
H -7.97 2.92 1.13 0.152
H -4.97 3.96 3.87 0.140
H -5.38 2.33 3.41 0.134
H -5.87 3.38 5.91 0.135
H -6.92 2.19 5.24 0.131
H -7.14 5.19 5.09 0.109
H -8.42 4.14 5.72 0.127
H -8.66 4.74 2.97 0.134
H -8.73 3.04 3.49 0.133
H -6.78 4.92 1.06 0.139
H -5.15 4.59 1.66 0.136
H -5.52 6.37 3.34 0.111
H -7.22 6.45 3.10 0.113
H -6.25 7.17 0.68 0.077
H -4.78 7.09 1.49 0.073
H -5.95 8.34 1.96 0.091
N 6.84 1.87 -3.73 -0.235
S 7.71 0.84 -3.12 0.357
O 7.78 -0.52 -3.71 -0.314
O 8.02 0.98 -1.72 -0.329
F 9.02 1.49 -3.71 -0.204
S 5.43 1.32 -2.89 0.657
O 5.02 2.19 -1.77 -0.343
O 5.01 -0.11 -2.89 -0.285
F 4.36 1.83 -4.06 -0.246
N -1.03 -3.28 -6.54 -0.262
S -1.11 -2.81 -5.15 0.448
O -0.71 -3.70 -4.05 -0.315
O -2.15 -1.77 -4.90 -0.333
F 0.25 -1.88 -5.28 -0.223
S -2.10 -4.54 -6.37 0.625
O -3.34 -4.18 -5.61 -0.330
O -1.43 -5.78 -6.10 -0.290
F -2.45 -4.70 -7.99 -0.221
N 0.61 0.49 -1.06 -0.235
S -0.99 -0.10 -0.96 0.628
O -1.48 -0.34 0.44 -0.348
O -1.60 -0.89 -2.01 -0.258
F -1.83 1.26 -1.30 -0.234
S 1.15 -0.81 -1.32 0.275
O 1.03 -1.22 -2.66 -0.235
O 1.16 -1.86 -0.32 -0.285
F 2.68 -0.36 -1.34 -0.197
```

---

ORCA calculation (the ωB97M-V functional and the def2-TZVPD basis) on a structure of composition C28H30IrN5PS2 at a distorted geometry.

Properties
* multiplicity: 2
* LUMO (spin up / spin down): -0.2188 / -0.3356 Eh
* total energy: -70758.6783 eV
* relative energy (zero: lowest compared OMol25 entry of this formula, charge and spin): 0.0 kcal per mole
* charge: +2
* HOMO (spin up / spin down): -0.5300 / -0.5173 Ha

```
67
Properties=species:S:1:pos:R:3:lowdin_spin:R:1
Ir -0.09 1.42 -0.09 0.066
C 1.17 4.18 -0.02 0.000
C 2.10 3.22 -0.75 0.001
N 1.98 1.84 -0.18 -0.001
C 2.60 1.66 1.16 0.000
C 1.65 2.05 2.28 0.000
N 0.25 1.59 2.00 0.000
C -0.75 2.59 2.48 0.001
C -0.74 3.84 1.59 0.003
N -0.17 3.56 0.22 0.014
H 1.06 5.09 -0.61 0.000
H 1.60 4.48 0.93 0.000
H 3.13 3.57 -0.70 0.000
H 1.82 3.15 -1.80 0.000
H 2.46 1.22 -0.83 0.000
H 3.54 2.21 1.23 0.000
H 2.82 0.60 1.26 0.000
H 1.62 3.12 2.44 0.000
H 2.00 1.61 3.22 0.000
H 0.09 0.71 2.47 0.000
H -0.56 2.85 3.52 0.000
H -1.73 2.10 2.43 0.000
H -0.16 4.65 2.04 0.000
H -1.76 4.20 1.48 0.002
H -0.82 3.92 -0.47 0.003
S -0.73 1.73 -2.33 0.024
C -2.34 1.30 -1.87 -0.001
S -2.43 1.36 -0.15 0.286
C -3.35 0.95 -2.71 0.238
C -4.59 0.52 -2.16 0.017
N -5.57 0.12 -1.70 0.130
C -3.13 0.96 -4.12 0.019
N -2.95 1.00 -5.25 0.138
C 2.31 -2.56 3.50 0.000
C 2.98 -2.23 2.33 0.000
C 2.27 -1.75 1.24 0.000
C 0.88 -1.60 1.30 0.000
C 0.22 -1.96 2.47 0.000
C 0.93 -2.43 3.57 0.000
P 0.01 -0.94 -0.17 0.005
C 0.91 -1.71 -1.54 0.000
C 1.19 -3.07 -1.43 0.000
C 1.80 -3.74 -2.48 0.000
C 2.15 -3.06 -3.64 0.000
C 1.89 -1.71 -3.75 0.000
C 1.27 -1.03 -2.70 0.000
C -1.65 -1.66 -0.20 0.006
C -2.58 -1.37 0.81 0.016
C -3.86 -1.90 0.78 0.019
C -4.24 -2.71 -0.28 -0.001
C -3.34 -3.00 -1.30 0.013
C -2.05 -2.48 -1.26 0.000
H 2.86 -2.95 4.34 0.000
H 4.05 -2.36 2.25 0.000
H 2.80 -1.54 0.31 0.000
H -0.86 -1.92 2.54 0.000
H 0.40 -2.72 4.46 0.000
H 0.91 -3.62 -0.54 0.000
H 2.00 -4.80 -2.39 0.000
H 2.63 -3.59 -4.45 0.000
H 2.16 -1.17 -4.65 0.000
H 1.07 0.02 -2.81 0.000
H -2.31 -0.71 1.63 0.001
H -4.56 -1.66 1.56 0.000
H -5.24 -3.11 -0.32 0.000
H -3.63 -3.62 -2.13 0.001
H -1.36 -2.71 -2.06 0.000
```